1.
The following is a quantum chemistry calculation of a cluster of 3 separate species, C8H18O2 in total in a non-equilibrium geometry, from the Open Molecules 2025 dataset.

Values from the calculation:
highest occupied orbital energy = -7.19 eV
E_tot = -465.85600 hartree
LUMO energy = 0.55 eV
ΔE to the lowest compared entry with this formula, charge and spin = 685.9 kJ/mol
gap between HOMO and LUMO = 7.74 eV

Geometry as XYZ:
```
28
Properties=species:S:1:pos:R:3:forces:R:3
O 2.120 -1.472 -2.601 -0.18 0.23 -0.03
O 1.084 -0.454 -2.782 -0.32 -0.54 0.35
C -2.361 -0.018 0.384 0.08 -0.01 -0.14
C -0.557 0.804 1.902 -0.06 -0.04 0.04
C -0.720 -1.639 1.418 0.09 0.01 -0.17
C 0.345 1.863 -0.974 -0.07 -0.12 0.10
C -0.042 -0.608 -1.134 1.35 0.30 -1.50
C -0.940 -0.243 0.867 0.52 0.59 0.08
C 0.673 0.455 -0.583 -1.19 -0.26 1.18
C 2.008 0.207 0.034 0.26 -0.16 0.07
H 0.994 2.134 -1.811 0.01 -0.09 0.02
H 2.760 -1.193 -3.269 -0.13 -0.05 0.06
H 0.546 2.565 -0.161 -0.02 -0.05 -0.02
H 0.330 -1.828 1.651 -0.02 0.01 -0.03
H -0.943 -0.429 -1.700 -0.05 -0.02 0.14
H -2.468 0.939 -0.132 0.01 -0.02 0.01
H -3.048 0.002 1.241 0.14 0.01 0.00
H 2.469 1.113 0.430 -0.17 0.01 0.04
H -0.685 1.972 -1.311 0.00 -0.02 0.02
H 0.266 -1.625 -0.944 -0.06 0.00 0.05
H -1.282 -1.762 2.354 0.05 0.14 -0.07
H -1.189 0.676 2.792 0.00 -0.02 -0.06
H 2.674 -0.213 -0.730 -0.20 0.10 -0.09
H -2.706 -0.811 -0.281 0.04 0.03 -0.01
H -1.069 -2.418 0.738 0.03 0.04 -0.03
H 0.478 0.708 2.235 0.01 -0.02 -0.05
H -0.716 1.823 1.545 0.00 -0.04 -0.03
H 1.978 -0.546 0.822 -0.12 0.00 0.05
```
Forces are in eV/Å.

Want to see where the charge sits? The Mulliken charges in e are: atom 1 (O): -0.417, atom 2 (O): -0.512, atom 3 (C): -1.778, atom 4 (C): -1.629, atom 5 (C): -1.738, atom 6 (C): -1.714, atom 7 (C): -1.254, atom 8 (C): 1.531, atom 9 (C): 2.137, atom 10 (C): -1.386, atom 11 (H): 0.451, atom 12 (H): 0.285, atom 13 (H): 0.413, atom 14 (H): 0.288, atom 15 (H): 0.375, atom 16 (H): 0.305, atom 17 (H): 0.466, atom 18 (H): 0.343, atom 19 (H): 0.317, atom 20 (H): 0.380, atom 21 (H): 0.479, atom 22 (H): 0.508, atom 23 (H): 0.335, atom 24 (H): 0.412, atom 25 (H): 0.426, atom 26 (H): 0.329, atom 27 (H): 0.333, atom 28 (H): 0.316

***

2.
The following is a quantum chemistry calculation of an isolated molecule of C2H3F3O2 in a non-equilibrium geometry, from the Open Molecules 2025 dataset.

Values from the calculation:
highest occupied orbital energy (spin up / spin down) = -6.04 / -12.39 eV
E_tot = -527.80019 hartree
2S+1 = 3
LUMO energy (spin up / spin down) = 0.74 / -1.95 eV
ΔE to the lowest compared entry with this formula, charge and spin = 258.7 kJ/mol
gap between HOMO and LUMO (spin up / spin down) = 6.78 / 10.44 eV

Geometry as XYZ:
```
10
Properties=species:S:1:pos:R:3:forces:R:3
F 0.943 -1.031 1.539 -0.06 0.32 -0.17
F -1.204 -1.004 1.607 -0.84 -0.87 0.32
F -0.127 1.628 2.094 -0.01 -0.18 1.25
O -0.182 -0.915 -0.495 0.42 12.49 3.77
O -0.253 -2.341 -0.556 -0.73 -12.40 -0.79
C -0.270 0.992 0.865 -1.67 0.99 1.30
C -0.159 -0.521 0.995 0.43 1.44 -3.27
H 0.541 1.449 0.355 0.36 -0.17 -1.49
H -0.417 -2.435 -1.500 0.08 -0.54 -0.52
H -1.348 1.326 0.586 2.01 -1.08 -0.40
```
Forces are in eV/Å.

Want to see where the charge sits? The Mulliken charges in e are: atom 1 (F): -0.253, atom 2 (F): -0.244, atom 3 (F): -0.300, atom 4 (O): -0.311, atom 5 (O): -0.257, atom 6 (C): -0.393, atom 7 (C): 0.899, atom 8 (H): 0.280, atom 9 (H): 0.341, atom 10 (H): 0.238